The following is a quantum chemistry calculation of an isolated molecule of C11H16N2O2 at a distorted geometry, from OMol25.

Kohn-Sham gap = 8.7695 eV
Relative energy (zero: lowest compared OMol25 entry of this formula, charge and spin) = 4.384 eV
E_tot = -18738.6006 eV
Structure (SMILES) = CC1=C[C@@H](C=O)CN2[C@@H](C)[C@H](C)C(=O)N12
HOMO = -8.00 eV
Strongest force on any atom = 5.148 eV/A

The geometry in ORCA input format:
```
! RIJCOSX wB97M-V def2-TZVPD def2/J DEFGRID3
* xyz 0 1
C 0.75 3.19 0.22
C 0.98 1.72 -0.11
C 2.16 1.23 -0.39
C 2.47 -0.24 -0.76
C 3.03 -0.90 0.51
O 3.92 -0.33 1.12
C 1.18 -0.86 -1.19
N 0.16 -0.56 -0.15
C -1.05 -1.25 -0.14
C -0.82 -2.49 0.76
C -2.12 -0.31 0.57
C -3.48 -0.10 -0.20
C -1.35 1.09 0.53
O -1.74 2.21 0.79
N -0.10 0.85 -0.07
H -0.27 3.43 -0.06
H 1.51 3.90 -0.34
H 1.09 3.26 1.31
H 3.08 1.77 -0.43
H 3.21 -0.31 -1.58
H 2.52 -1.81 0.72
H 0.86 -0.58 -2.17
H 1.23 -2.06 -1.33
H -1.30 -1.50 -1.21
H -0.55 -3.49 0.22
H -1.69 -2.77 1.30
H 0.13 -2.33 1.27
H -2.22 -0.62 1.66
H -3.48 -0.47 -1.18
H -3.80 0.85 -0.10
H -4.32 -0.55 0.43
*
```